# 1
Entry from the OMol25 dataset: one molecule with the formula C18H16N2O2 at a distorted geometry (the ωB97M-V functional and the def2-TZVPD basis).

Structure (XYZ):
```
38
Properties=species:S:1:pos:R:3:forces:R:3:mulliken_charge:R:1
H -2.8572 1.6913 1.4153 0.41 -0.14 0.19 0.388
C 0.3607 1.8847 1.0248 -0.07 1.61 1.67 -0.377
H 0.4417 2.7483 1.7165 -0.13 -0.48 -0.58 0.298
C -2.1379 0.7129 3.2178 -0.49 1.36 0.63 -0.911
H 0.0047 -5.1388 -3.1174 -0.05 0.17 0.17 0.426
H 2.9911 -3.2755 -2.9217 -0.37 -0.93 -0.53 0.359
H -0.5797 -1.3637 3.3693 0.26 0.58 0.56 0.283
O 2.6228 -1.7633 -1.8212 -0.69 0.40 0.73 -0.804
C -0.7705 1.1168 1.0955 -0.26 0.93 0.11 0.791
C 0.2176 -1.7171 -1.1325 1.79 -0.38 -1.07 0.509
C -0.9383 -2.5039 -1.0959 -0.12 -0.71 -0.70 0.500
C 0.0449 -4.2147 -2.5470 -2.05 0.37 0.98 -0.896
H 2.7206 -1.2256 -1.0026 0.08 -0.57 -0.79 0.375
C 1.2010 -3.4858 -2.5119 1.27 1.06 -0.07 0.313
H -1.6517 2.6119 2.3249 -0.13 -0.32 -0.11 0.462
H 0.1051 -1.0215 5.0276 -0.04 0.33 -0.92 0.319
H 2.2644 2.2967 0.1723 -0.16 -0.16 -0.29 0.419
C -0.0779 -0.6005 4.0067 -0.83 -0.20 0.36 -0.915
C -2.0415 -2.0143 -0.4015 -1.82 1.97 1.53 -1.200
C -0.4642 1.6635 4.7366 -0.28 -0.19 -0.15 0.543
C -1.9050 1.5988 1.9722 0.08 -0.19 0.28 -1.309
O 2.2940 -3.9341 -3.1774 0.87 0.76 0.43 -0.637
H -3.0020 -2.5518 -0.3957 0.62 0.06 -0.12 0.329
C 1.4023 1.6344 0.1697 0.21 -0.85 -0.22 -1.396
C -2.0070 -0.8015 0.2736 -0.83 -2.70 -0.87 -0.985
H 0.8377 -0.3170 3.5146 0.54 -0.09 -0.04 0.324
H 2.1746 0.4156 -1.3008 -0.28 -0.43 -0.08 0.828
C -0.8449 -0.0277 0.3161 1.35 -0.47 -0.96 1.284
C 1.3255 -2.2681 -1.8260 -0.35 -0.74 0.15 1.011
C -1.0398 -3.7138 -1.7999 1.29 -0.83 -0.92 -0.786
C 0.2808 -0.4401 -0.5004 -0.60 1.33 1.18 0.043
C 1.3524 0.4811 -0.5958 0.52 0.49 -0.12 -0.776
H -2.9078 -0.5021 0.7722 -0.18 0.25 0.20 0.484
H -2.9548 1.2071 3.7963 0.55 -0.39 -0.22 0.346
N -0.0382 2.5709 5.3170 -0.08 -0.15 -0.19 -0.594
H -2.5215 -0.2691 2.9481 0.43 -0.14 0.15 0.529
H -1.9592 -4.2799 -1.7781 -0.13 0.08 0.09 0.401
N -0.9551 0.5932 4.1071 -0.31 -0.73 -0.48 0.022
```
Positions in Å, forces in eV/Å.

Results
energy above the lowest of the compared OMol25 structures with the same formula, charge and spin: 51.5 kcal/mol
E_HOMO: -0.28704 Ha
E_LUMO: 0.1 eV
charge: 0
structure (SMILES): CN(C#N)CCc1cccc2c1ccc1ccc(O)c(O)c12


# 2
Entry from the OMol25 dataset: one molecule with the formula C18H16N2O4S at a distorted geometry (the ωB97M-V functional and the def2-TZVPD basis).

Structure (XYZ):
```
41
Properties=species:S:1:pos:R:3:forces:R:3:mulliken_charge:R:1
H -0.7981 4.0882 -0.0793 -0.05 -0.02 -0.14 0.450
C -0.2636 1.9320 -1.5576 0.38 -0.36 -0.38 0.226
N -0.1842 2.1751 1.6066 -0.88 1.00 -0.38 -0.267
C -0.6223 -3.0230 0.1146 0.14 -0.08 -0.30 -0.278
C -0.3219 -1.8892 2.2223 -0.12 -0.21 -0.26 0.327
C -1.1148 -2.6116 1.3396 0.12 0.25 0.38 -0.925
H 1.6309 -1.0271 2.5249 0.05 0.05 0.03 0.270
C -1.7305 3.5498 -0.2301 -0.24 -0.10 0.62 -0.829
H -2.1287 -2.8432 1.6249 -0.12 0.00 0.03 0.416
H 0.1798 -4.7072 -2.0135 -0.01 0.04 -0.01 0.362
H -0.0047 3.9484 -2.2653 -0.01 0.13 0.04 0.413
O -0.9140 -1.5341 3.4176 -0.11 -0.35 -0.03 -0.529
H -2.4068 4.1141 -0.8727 0.00 0.04 0.00 0.427
H -0.2659 -0.1380 -1.0365 -0.06 -0.07 0.07 0.480
H 0.6032 -0.5139 4.4229 -0.15 0.07 -0.03 0.329
O -1.6871 1.4835 3.0539 -0.23 0.00 -0.08 -0.331
H -1.2713 -3.5749 -0.5463 -0.03 -0.05 -0.09 0.410
H 1.8236 -0.6411 -2.2547 0.04 -0.12 0.02 0.415
C -0.4325 -0.3888 4.0868 -0.07 0.23 -0.02 -0.715
C 0.6811 -2.7060 -0.2506 0.05 0.07 0.19 0.259
O -2.2938 1.2585 -0.5723 0.09 0.03 -0.16 -0.540
C 1.5587 2.6617 -2.9408 0.13 0.04 -0.11 -0.583
C -1.4017 2.3186 2.0413 0.66 0.10 -0.17 0.523
C -0.5242 0.7946 3.1877 0.61 0.03 -0.04 0.715
N 0.3663 1.1964 2.3443 0.47 -0.95 1.02 -0.419
C 0.9889 -1.5894 1.8683 -0.11 -0.14 0.17 -0.017
O 1.2638 -3.0305 -1.4443 0.16 0.15 0.22 -0.431
C 2.0772 1.3756 -2.9414 0.00 0.09 -0.03 -0.611
C -1.5035 2.1460 -0.7888 -0.17 0.08 -0.08 0.381
H 2.9909 1.1653 -3.4775 0.08 -0.01 -0.04 0.407
C 0.4963 -3.7303 -2.3928 -0.11 -0.09 -0.14 -0.912
H 1.1494 -3.8747 -3.2524 -0.09 -0.02 0.03 0.255
C 0.3980 2.9467 -2.2466 -0.22 -0.17 0.17 -0.381
C 1.4783 -1.9948 0.6438 -0.08 -0.18 -0.22 -0.182
H -0.3837 -3.1558 -2.7003 0.01 -0.03 0.02 0.338
C 1.4247 0.3618 -2.2585 0.01 -0.03 -0.01 -0.192
H -1.0930 -0.2604 4.9472 0.19 -0.02 -0.05 0.375
C 0.2546 0.6368 -1.5789 -0.11 0.14 0.03 -0.242
S -2.5746 3.3900 1.3799 -0.38 0.37 -0.17 -0.211
H 2.0654 3.4471 -3.4823 0.03 0.06 -0.05 0.376
H 2.4897 -1.7561 0.3568 0.14 0.04 -0.04 0.443
```
Positions in Å, forces in eV/Å.

Results
energy above the lowest of the compared OMol25 structures with the same formula, charge and spin: 64.1 kcal/mol
E_HOMO: -0.29616 Ha
E_LUMO: 0.3 eV
charge: 0
structure (SMILES): COc1ccc(OCc2nnc(SCC(=O)c3ccccc3)o2)cc1


# 3
Entry from the OMol25 dataset: one molecule with the formula C18H16N4O3S2 at a distorted geometry (the ωB97M-V functional and the def2-TZVPD basis).

Structure (XYZ):
```
43
Properties=species:S:1:pos:R:3:forces:R:3:mulliken_charge:R:1
O -9.4800 1.1310 1.1102 0.08 -0.01 -0.02 -0.598
O -9.1892 -1.0602 1.4012 0.06 -0.51 0.07 -0.452
N -3.4932 0.3993 -0.9839 -0.16 0.47 -0.09 -0.061
C 6.6359 1.2898 1.1890 -0.07 0.00 -0.02 -0.821
C -6.6126 -0.9832 0.4383 -0.21 0.32 0.02 -0.821
C 6.6609 -1.3254 0.2309 0.16 0.18 0.12 0.471
C -2.5416 -0.5606 -1.1429 0.54 0.16 -0.17 0.792
H 4.6041 -0.9808 -0.2723 0.03 -0.06 -0.01 0.667
C -8.7683 0.1597 1.0265 -0.46 0.36 0.10 0.613
C -6.8399 1.3895 0.1012 -0.13 -0.18 0.08 -0.905
H 7.3771 -2.8108 -1.1246 0.02 -0.07 -0.06 0.317
C 5.5024 -0.5673 0.1553 -0.09 -0.05 -0.05 -0.465
H -5.1330 2.3848 -0.7065 0.03 0.11 -0.03 0.335
C 7.7896 0.5328 1.2641 -0.03 0.03 0.00 -0.577
H -0.4438 -0.7267 -1.6156 -0.17 -0.01 -0.04 0.426
C 7.8056 -0.7656 0.7888 -0.02 -0.07 -0.03 -0.616
H 5.6981 -3.0375 -0.6214 -0.05 -0.08 -0.04 0.344
O -2.6621 -1.7259 -0.8538 -0.09 -0.19 0.04 -0.615
C 3.1374 1.2477 0.0654 -1.13 0.57 -0.19 0.352
N 4.3450 1.5437 0.5734 0.38 0.61 0.37 -0.052
H 8.6812 0.9618 1.6967 0.07 0.04 0.04 0.379
H -4.7273 -1.8311 -0.1095 0.01 0.00 0.00 0.514
C 0.8810 1.2563 -0.7040 0.39 0.30 0.23 0.377
C -5.3223 -0.9355 -0.0490 0.22 -0.15 -0.05 -0.495
C -5.5535 1.4422 -0.3851 0.05 -0.10 0.01 -0.458
H 8.7108 -1.3514 0.8501 0.11 -0.07 0.01 0.411
S 1.8610 2.5006 0.0698 0.14 -0.93 -0.27 -0.244
H 4.4530 2.4761 0.9466 0.00 -0.21 -0.08 0.180
H -1.4327 0.0573 -2.8739 0.03 -0.08 0.05 0.355
C 5.4854 0.7387 0.6313 0.35 -0.23 0.01 0.897
C -7.3838 0.1741 0.5168 0.25 -0.10 -0.07 0.104
N 2.7457 0.1353 -0.4560 1.75 -0.29 0.52 -0.086
H -7.0320 -1.9229 0.7609 0.00 -0.08 0.01 0.415
H -3.2349 1.3431 -1.2450 -0.06 -0.25 0.08 0.128
C -4.7829 0.2799 -0.4668 -0.37 -0.13 0.14 0.997
N 1.4912 0.1433 -0.8866 -1.48 0.13 -0.48 -0.751
S -0.7478 1.6010 -1.1757 -0.44 0.07 -0.18 -0.253
H 7.0228 -3.4157 0.4888 0.00 -0.09 0.01 0.341
C 6.6850 -2.7305 -0.2871 0.01 0.00 -0.01 -1.499
H -10.1016 -1.0029 1.7244 0.16 0.26 -0.10 0.348
C -1.2681 -0.0385 -1.7988 0.19 0.15 0.04 -0.749
H -7.4468 2.2793 0.1686 -0.04 0.07 0.00 0.424
H 6.6241 2.3050 1.5602 0.00 0.12 0.04 0.331
```
Positions in Å, forces in eV/Å.

Results
energy above the lowest of the compared OMol25 structures with the same formula, charge and spin: 0.0 kcal/mol
E_HOMO: -0.29669 Ha
E_LUMO: 0.2 eV
charge: 0
structure (SMILES): Cc1cccc(Nc2nnc(SCC(=O)Nc3ccc(C(=O)O)cc3)s2)c1


# 4
Entry from the OMol25 dataset: C18H17AsN10O5W as an isolated structure at a distorted geometry (the ωB97M-V functional and the def2-TZVPD basis).

Structure (XYZ):
```
52
Properties=species:S:1:pos:R:3:forces:R:3:mulliken_charge:R:1
H -1.6728 -3.8943 2.9713 0.24 0.45 -0.54 0.372
C 0.3045 -0.0792 2.7101 -1.10 0.32 1.96 -0.173
O 0.9406 -0.3846 1.5831 0.50 -0.84 -0.25 -0.606
C -1.5696 -7.8085 1.6719 0.00 0.13 -0.03 -0.527
H 1.3743 -0.4151 -4.3646 -0.03 0.12 0.07 0.366
C -1.2487 2.1332 -0.9910 -0.92 1.39 1.18 0.094
N 1.2887 -0.7645 -3.4129 0.09 0.22 0.08 -0.061
O 0.3937 -0.6806 3.7361 0.28 0.55 -0.51 -0.448
C 0.8545 -3.1411 1.2924 0.37 0.16 -0.07 -1.004
H -3.4258 -7.3208 2.6218 -0.09 -0.05 0.09 0.422
H 1.3499 -2.7313 2.1828 -0.28 0.06 -0.36 0.396
C -0.5827 -7.3648 0.8068 0.05 0.02 -0.04 -0.744
C 1.8447 0.0105 -2.4156 -0.18 -0.41 -0.10 0.390
C -1.8742 3.1204 2.7117 0.35 -0.68 -0.81 0.841
As -0.9508 -2.3365 1.0397 -0.45 -4.81 1.48 0.634
N 1.9486 0.7620 -0.4162 0.97 -0.11 0.39 0.024
H -2.8472 -3.6070 -0.1984 0.33 0.17 0.04 0.641
H -2.3684 4.0909 0.8104 -0.04 0.08 -0.06 0.485
C -1.4342 2.1997 0.5350 0.09 -0.37 -0.24 0.268
C -0.6364 -6.0847 0.2793 -0.07 0.06 -0.03 -0.392
C -1.1284 2.0442 3.2665 -0.02 -0.22 -0.20 -0.645
O -0.5731 0.9971 -1.2598 0.31 -0.23 -0.85 -0.449
C -1.7930 -3.8670 -0.0355 -0.16 0.18 -0.38 -0.945
C -1.9420 3.2261 1.2977 0.06 -0.36 -0.25 -0.567
H -3.5456 -5.0578 1.6598 -0.07 -0.02 0.08 0.438
H 1.4802 -2.9301 0.3990 -0.22 -0.25 0.50 0.326
O -2.3997 3.9640 3.5416 -0.17 0.40 0.49 -0.433
C -0.6421 1.0822 2.4240 0.10 -0.13 -0.18 0.816
N 2.1353 1.7281 -1.2506 -0.13 1.10 0.71 -0.391
H -1.3400 -2.2736 3.6577 -0.02 -0.05 -0.39 0.455
N -0.8846 1.0972 1.0890 0.28 0.58 0.30 -0.221
H -2.9015 4.7018 3.1562 0.13 -0.15 -0.13 0.363
C -2.6937 -5.6934 1.4527 0.08 0.09 -0.12 -0.389
W 0.0899 -0.3623 -0.1269 -0.78 2.48 -0.15 1.650
N -1.1322 -0.7421 -3.5885 1.52 -0.53 -1.16 -0.280
H -1.5193 -8.8051 2.0829 -0.03 -0.07 0.02 0.423
H 0.2196 -8.0263 0.5230 0.13 -0.06 -0.02 0.414
N 1.8207 -0.4118 -1.1162 0.32 0.92 -0.54 -0.120
C -2.6310 -6.9712 1.9829 -0.08 0.05 0.03 -0.684
H -0.9435 2.0136 4.3293 0.05 -0.05 0.10 0.615
H 0.1177 -5.7723 -0.4314 0.08 0.06 -0.02 0.458
N 2.1033 1.3105 -2.4737 0.83 -0.67 -1.26 -0.254
C 0.0092 -1.1006 -3.0119 -0.26 -0.34 0.46 0.319
N -1.5694 -1.3063 -1.5791 0.32 -0.97 0.54 0.165
N -0.2179 -1.5587 -1.7457 -1.15 0.40 -1.04 0.021
C -1.6877 -5.2275 0.6048 0.08 0.31 0.09 0.526
C -1.7867 -2.8091 2.8136 -0.34 0.87 0.17 -0.992
H -2.8601 -2.5730 2.7573 0.39 -0.04 -0.06 0.398
N -2.0519 -0.8702 -2.6897 -1.26 0.28 0.86 -0.638
H -1.2814 -3.8789 -1.0054 -0.12 0.20 0.26 0.528
H 0.7703 -4.2290 1.4336 -0.29 0.37 -0.32 0.560
O -1.5955 2.9474 -1.7750 0.28 -0.60 0.18 -0.447
```
Positions in Å, forces in eV/Å.

Results
energy above the lowest of the compared OMol25 structures with the same formula, charge and spin: 76.2 kcal/mol
E_HOMO: -0.52472 Ha
E_LUMO: -9.6 eV
charge: +2


# 5
Entry from the OMol25 dataset: C18H17Cl2HfN3O2 as an isolated structure at a distorted geometry (the ωB97M-V functional and the def2-TZVPD basis).

Structure (XYZ):
```
43
Properties=species:S:1:pos:R:3:forces:R:3:mulliken_charge:R:1
N 0.8716 -4.2244 1.8947 0.08 -0.16 0.13 -0.174
C 2.4396 3.3050 -0.7874 0.01 0.14 0.10 0.527
C -2.0514 0.7067 -2.5397 0.10 0.16 0.02 -0.400
C 0.8617 3.2482 1.1542 0.10 0.13 -0.01 -0.692
C -2.3595 -0.4674 -1.8314 -0.51 0.03 -0.25 0.884
C 0.8580 -2.9383 1.6481 -0.39 -0.16 -0.34 0.803
C -3.0533 2.0590 -0.8037 0.01 0.10 -0.04 -0.461
H -3.8577 0.9947 0.8730 0.02 -0.01 -0.03 0.522
C 0.9884 1.4080 -0.3830 -0.23 -0.09 0.21 0.798
Hf -0.3672 -1.1635 -0.7638 -0.53 -0.86 0.42 1.222
H 2.6726 -4.5553 2.9404 0.01 -0.01 -0.01 0.351
H 1.1946 4.2253 1.4811 0.00 -0.02 -0.02 0.508
H -3.3570 3.0307 -0.4349 0.01 -0.03 -0.03 0.487
H 0.2901 -4.7965 1.3008 0.04 -0.02 -0.01 0.286
H -2.2056 2.8373 -2.6206 0.00 -0.02 0.03 0.483
H -1.5620 -1.8563 -3.2723 0.12 -0.03 -0.08 0.448
H -1.5829 0.6296 -3.5137 0.02 -0.01 0.01 0.470
C 2.9480 2.6768 -1.8795 0.08 -0.08 -0.15 -0.536
C -2.9472 -0.3295 -0.5577 -0.03 0.00 0.15 -0.357
H 1.5246 -1.0990 2.1787 0.01 -0.02 0.00 0.114
H 3.7118 3.1529 -2.4810 -0.04 -0.05 0.01 0.493
H 1.5755 -5.9247 2.8502 -0.01 -0.04 0.04 0.309
C -2.4068 1.9485 -2.0351 0.00 -0.02 0.01 -0.683
H 1.1958 -4.5931 3.9522 -0.02 0.00 0.03 0.367
O 1.0502 -0.4930 -1.8285 0.85 0.93 -0.06 -1.047
C -3.3270 0.9217 -0.0688 0.00 -0.04 0.04 -0.804
Cl 3.1446 0.6171 -3.6158 0.03 0.02 -0.02 -0.137
H -1.3040 0.7871 1.9134 -0.02 -0.02 0.02 0.702
N 1.5309 -2.0803 2.4001 0.09 0.14 0.03 -0.241
H -3.2421 -1.2264 -0.0163 -0.03 -0.05 0.02 0.599
C -0.5233 1.3296 1.3973 -0.01 -0.13 -0.05 -0.454
C -0.1059 2.5733 1.8549 -0.05 0.03 0.08 -1.080
H -0.5564 2.9952 2.7424 0.01 -0.01 -0.03 0.475
C 2.4878 1.3896 -2.2420 0.33 0.13 -0.35 0.512
H 2.0862 -2.3894 3.1812 0.01 0.01 0.02 0.226
N -0.0005 0.7416 0.3247 0.24 0.52 -0.22 0.381
H -2.5171 -2.5986 -1.9501 0.02 -0.10 0.06 0.416
C 1.4362 2.6788 0.0036 -0.02 0.23 0.18 -0.238
C -1.8437 -1.7896 -2.2270 -0.55 -0.08 -0.32 -1.338
O 0.1417 -2.5087 0.6444 0.37 -0.07 0.59 -1.154
C 1.6245 -4.8503 2.9850 -0.02 0.00 -0.11 -0.977
Cl 3.0107 4.8649 -0.3550 0.00 0.01 0.01 -0.187
C 1.5255 0.7627 -1.5133 -0.11 -0.48 -0.09 0.578
```
Positions in Å, forces in eV/Å.

Results
energy above the lowest of the compared OMol25 structures with the same formula, charge and spin: 0.9 kcal/mol
E_HOMO: -0.53110 Ha
E_LUMO: -6.8 eV
charge: +2